Record 1
C36H59N5O12 | ωB97M-V with the def2-TZVPD basis set

Structure (XYZ):
```
112
Properties=species:S:1:pos:R:3:lowdin_charge:R:1
H 2.0446 -0.9388 -4.8767 0.0733
H 4.7756 0.1642 -2.3677 0.0892
H -4.9064 2.0442 -3.4217 0.1127
H -3.4064 1.3862 -5.4127 0.0596
C 1.2776 3.4982 -1.4107 -0.2198
H -2.6154 3.5812 -3.4607 0.1327
H -0.6354 -4.0978 1.0303 0.1285
H 1.3896 -3.2438 -4.4607 0.1079
H -0.3574 2.1622 -1.9637 0.0476
H -0.8614 0.6232 2.5053 0.1299
C 0.3166 -3.5578 1.0833 -0.0399
H -4.8974 -6.4058 -1.3897 0.0714
H -2.1844 -3.1358 -1.9647 0.1271
H 1.3106 -2.4178 -1.1737 0.0770
O -0.4634 3.1202 1.4603 0.0684
C 5.3676 0.0812 -0.2997 -0.2455
C 0.7646 4.7492 -2.1307 -0.1948
C 0.5406 -2.1858 2.8293 -0.5035
C 4.4026 -0.3368 -1.4457 -0.0738
C 2.7136 1.6182 4.1643 -0.2953
H -3.4374 0.0922 2.4673 0.1183
H -4.2614 2.8882 -2.0227 0.1365
H -0.2864 4.7742 -2.3627 0.1020
H -2.7384 1.6762 5.0503 0.0652
H 3.4276 0.1452 -1.3047 0.0417
C -3.9674 -6.1518 -1.8367 -0.1190
N 7.0556 2.2212 1.9173 0.1380
H -0.9024 -0.1108 6.6233 0.1045
H -3.4214 1.1232 0.9063 0.0827
C -2.6224 -1.9028 6.6783 -0.2236
O -3.6174 1.0122 -2.2867 0.0922
H 2.6426 1.5902 6.2423 0.1178
H 6.0246 1.9952 -0.9777 0.1229
H 1.1516 -0.7618 -0.8617 0.0339
C 0.2386 -2.1138 0.4683 -0.3034
H 1.9886 -0.0538 5.4963 0.1006
C -2.3614 -4.2268 -2.1917 -0.2088
N 2.2256 5.3022 -4.2477 0.1293
O 1.7766 1.5092 3.0573 0.0916
O -1.1904 4.3852 3.1813 0.1427
H -0.6634 -1.9018 -0.0347 0.1171
C 0.6616 -2.4638 -4.3027 -0.2042
H 0.9546 3.6562 -0.3747 0.0929
C -1.6204 1.2292 2.0113 -0.3829
H -0.0154 -1.6728 -6.2967 0.1159
C -2.3564 0.8402 -2.4637 -0.5569
C -2.8324 0.5022 1.5663 0.0011
H 4.8746 1.2432 4.0503 0.1319
H -2.3224 -0.3108 1.0433 0.0760
C -1.1814 3.3672 2.5253 -0.5334
C 1.5386 5.0342 -3.3367 -0.2410
C -3.1204 2.3742 -5.1647 -0.0303
N -2.8784 -2.3818 7.6853 0.1394
H 6.3116 -0.1948 -0.4267 0.0593
H 0.9026 5.7122 -1.5837 0.1344
C -1.0544 -4.7838 -2.0577 -0.2592
H -4.4594 -4.2008 -1.4847 0.1325
H -3.0754 -4.8248 -0.3307 0.1258
H 1.0356 1.5842 5.5513 0.0769
C -2.3224 -1.1578 5.4643 -0.2010
C 6.3436 1.9272 1.0473 -0.1975
H 3.8836 -0.3028 3.8923 0.1540
H 0.9476 -0.3488 -3.4997 0.0518
H 2.1796 -1.5338 -3.2237 0.0494
C -3.5194 -4.8148 -1.3757 -0.2591
H -3.9434 3.0042 -5.6017 0.1060
C -2.2234 1.3692 5.9793 -0.0961
H -3.2924 -6.9098 -1.5147 0.0686
H 0.8586 2.2452 -3.1987 0.0925
O -1.8144 1.6402 -3.4477 0.0408
H 1.0966 -4.2018 0.6763 0.1289
C -1.4584 0.0622 5.7133 -0.2646
C 5.5276 1.5642 -0.1337 -0.1875
N -0.0264 -5.2098 -1.8517 0.1784
H 2.3656 3.5592 -1.3497 0.1110
H -3.8904 -6.2448 -2.9007 0.0769
H -2.9534 1.3892 6.7913 0.0769
C -1.5994 -1.5978 -4.9947 -0.1691
H -2.3004 2.7012 -5.8077 0.0906
C 2.0116 1.0762 5.4073 -0.0279
O -1.9554 2.2702 2.8033 0.0705
H 4.6296 2.0042 -0.0797 0.0561
C -4.0684 2.2132 -2.8417 -0.0485
H 2.9096 2.6802 4.3163 0.1585
C 0.7376 2.2342 -2.0997 -0.0871
C 3.9436 0.7932 3.7503 -0.0125
H 5.1936 -0.3138 0.6923 0.1022
C 2.5896 1.2942 1.9993 -0.6084
H -2.7344 -4.2418 -3.2267 0.1211
O 2.1756 1.2732 0.8533 0.1178
C 1.3796 -1.6678 -0.3987 -0.0116
N -2.5944 -1.1078 -4.6037 0.1867
C -0.9084 1.9722 0.8223 -0.0882
H -1.7454 -1.7468 4.7213 0.1001
O -1.7344 -0.0548 -1.8057 0.0477
H -1.6644 2.4292 0.1473 0.1397
H 1.1566 1.3272 -1.7017 0.0395
O 0.7436 -3.3348 2.4193 0.1212
O 0.1366 -1.4108 1.6903 0.0232
H 0.1616 -2.8288 -3.4607 0.0429
O 0.5196 -1.8408 4.0363 0.0850
H -3.2004 -0.9048 4.8613 0.1121
H -0.6134 -3.1758 -5.8587 0.0974
C -0.3674 -2.2388 -5.4497 -0.1595
H 2.3796 -1.5188 0.1513 0.1254
H -0.2824 1.4772 0.1243 0.0890
C -2.8194 2.5802 -3.7047 -0.3101
O 3.7276 0.8932 2.3353 0.0681
H 4.2976 -1.4568 -1.4177 0.0891
H -1.5404 2.1742 6.1793 0.0590
C 1.4856 -1.1538 -3.9807 -0.0619
H -0.8084 0.2532 4.7933 0.0992
```

Summary:
multiplicity	1
SMILES string	C[C@H]1COC(=O)O1.C[C@H]1COC(=O)O1.C[C@H]1COC(=O)O1.C[C@H]1COC(=O)O1.CCCC#N.CCCC#N.CCCC#N.CCCC#N.CCCC#N
orbital gap	10.91	eV
HOMO level	-10.72	eV
LUMO	0.19	eV



Record 2
C29H57IN6O8 | ωB97M-V with the def2-TZVPD basis set

Structure (XYZ):
```
101
Properties=species:S:1:pos:R:3:lowdin_charge:R:1
H -9.6381 0.8407 2.4621 0.0956
H 10.1311 0.0302 3.0174 0.0907
C -2.3045 0.7964 0.2698 -0.0741
H -7.6343 -5.2763 3.3341 0.0879
N -9.1149 -4.2176 4.3410 -0.2044
H 6.6310 1.4412 0.9126 0.1174
C 1.0142 2.3690 1.6376 -0.2303
H 8.3835 2.5925 1.8207 0.1115
H 11.2887 1.6306 4.6356 0.0861
O -2.6480 -1.7755 0.7846 -0.0443
H -9.4343 0.4646 -5.0446 0.0928
H -9.0562 -2.5996 -3.0063 0.0881
C -10.1106 -3.3930 3.9059 -0.3447
H 2.7443 3.4150 0.5739 0.1110
H 2.7468 0.4455 1.5990 0.1145
N 9.8352 2.0809 3.1912 -0.2019
C 3.3485 1.3396 1.1739 -0.1763
H 5.0449 0.0086 0.6378 0.1038
H -5.7232 -0.0861 2.9044 0.0813
C -4.4648 -0.5639 -0.5305 -0.0396
O -10.5103 -2.4044 4.4916 0.0063
H -6.0226 0.6246 -1.7793 0.0896
H -0.8586 0.3755 2.0270 0.1199
C 8.5176 0.0437 -7.1405 -0.0604
C 10.7520 1.1570 -7.0876 -0.0487
C -4.2832 2.0492 -1.1425 -0.0544
H -5.0343 -1.5525 -0.5897 0.1062
H -4.6703 3.0158 -1.6117 0.0891
H -10.5414 -3.7074 2.9417 0.1343
C 8.8250 2.8996 2.7823 -0.3402
H -0.9937 2.8676 1.4621 0.1014
O 8.3274 -0.1679 -0.3962 -0.2657
H 9.7774 2.3501 5.2550 0.0926
C 7.4853 0.7394 -1.1342 -0.6116
H -7.2956 -2.3439 -3.0641 0.0802
C -8.6931 -5.3796 3.5855 -0.0624
H -6.5578 -1.8859 -5.0836 0.1284
H 10.9500 3.3659 4.3916 0.0936
H 8.7198 0.1488 -4.5768 0.0465
H -2.3285 3.0655 -0.3446 0.0866
C -9.6615 -0.5721 -4.7845 -0.0472
O -8.3195 0.0552 0.1551 0.0005
H 11.3108 1.0521 2.1485 0.0932
C 10.5084 2.3677 4.4429 -0.0469
H -9.2015 -3.9213 6.4001 0.0952
C -7.4859 0.0096 1.0438 -0.3417
H 8.2068 1.4481 -1.6915 0.1099
H 8.0936 0.8289 -7.7719 0.0893
H 8.3202 -1.8537 0.8484 0.1119
H -3.3915 -2.0239 1.3873 0.1036
H 1.0004 3.3604 2.2276 0.1246
H -6.4084 0.0150 0.8238 0.0873
H 9.6671 0.8380 1.5005 0.0668
H 6.9231 2.7532 -0.3286 0.1428
O 5.1504 1.7035 -0.6233 -0.2499
H -10.3403 -0.5961 -3.9313 0.0876
C 6.5319 1.6702 -0.2136 -0.2259
H 1.0797 1.5302 2.4171 0.1042
H 11.6580 0.6169 -6.8018 0.0923
H -8.0049 -2.9289 5.5424 0.0812
C -8.4579 -3.9218 5.5993 -0.0440
C -8.2681 -1.8576 -3.1593 -0.0616
H 1.9231 2.0934 -0.4394 0.1189
C -0.8593 0.8742 0.9985 -0.2011
C 2.2655 2.3814 0.6089 -0.1600
H 3.9843 1.7500 2.0330 0.1225
H -9.6454 -0.9325 2.3785 0.0816
H 8.8898 -0.7694 -7.7693 0.0886
C -7.4522 -1.3389 -5.4234 -0.3500
C 4.3350 0.7265 0.0734 -0.2396
H 7.0369 -0.6318 1.3153 0.0832
N -7.7586 -0.0525 2.3780 -0.1924
O 8.4230 3.8765 3.3861 0.0145
H 7.7398 -0.3427 -6.4798 0.0789
H -7.6886 -4.6645 5.8136 0.0880
C -3.1074 -0.5270 0.2104 -0.1978
O -7.5236 -0.8640 -6.5413 0.0081
O 10.5177 1.0450 -4.3163 0.0047
N -0.3157 2.2579 0.9667 -0.1263
C 7.5630 -1.0946 0.4145 -0.1447
C -9.1425 -0.0673 2.8148 -0.0436
H -9.2708 -5.4786 2.6652 0.0848
H 10.6047 1.0818 -8.1656 0.0853
N -8.4270 -1.2652 -4.4723 -0.2057
C -6.7087 -0.1043 3.3738 -0.0526
C -2.9052 2.0822 -0.3932 -0.0131
H -6.8126 -1.0254 3.9538 0.0774
H -8.3522 -1.0733 -2.4022 0.0743
H -6.8047 0.7583 4.0382 0.0921
C 10.2571 0.9331 2.4138 -0.0519
H -8.8376 -6.2740 4.1969 0.0897
H -0.1576 0.2368 0.3330 0.1370
I 6.3683 -0.2628 -2.7680 0.8697
H -10.1344 -1.0528 -5.6445 0.0917
H -9.2015 -0.1190 3.9021 0.0839
N 9.6196 0.5939 -6.3784 -0.2061
H 3.8138 0.0829 -0.7196 0.1143
H 10.8664 2.2062 -6.8044 0.0925
C 9.6251 0.5989 -5.0142 -0.3535
H 6.7942 -1.7142 -0.1576 0.0678
C -5.0370 0.6981 -1.2162 -0.0805
```

Summary:
multiplicity	1
SMILES string	CO[C@@H](I)COCCCCNCc1ccccc1O.CN(C)C=O.CN(C)C=O.CN(C)C=O.CN(C)C=O.CN(C)C=O
orbital gap	8.69	eV
HOMO level	-8.68	eV
LUMO	0.01	eV



Record 3
C32H23Cl2N4NiO3 | ωB97M-V with the def2-TZVPD basis set

Structure (XYZ):
```
65
Properties=species:S:1:pos:R:3:lowdin_charge:R:1
H 2.4979 2.6223 -3.7141 0.1130
C -2.0735 -2.5935 -0.6256 -0.1991
C 0.3703 -0.5385 5.7139 0.0057
C -2.4576 -2.1623 -1.8875 -0.0342
H 3.7711 2.8766 1.7576 0.1341
H 1.4309 3.1659 1.0772 0.1270
H -3.3308 -3.5234 1.5430 0.1361
H 1.3723 -1.9859 -1.1119 0.1249
Cl -2.5232 3.7862 0.3917 0.7157
H -0.4395 -5.4232 -1.5120 0.1094
O -2.7556 -2.0710 2.9141 0.0757
Ni 0.3336 -0.3557 1.1336 0.5429
C 2.3596 0.5914 2.6845 -0.2761
H 3.4617 1.0669 -2.0582 0.1158
N 0.4075 -0.5180 2.9922 0.0976
C -1.3395 -3.7688 -0.4945 -0.0410
C -1.5736 -1.5601 2.6275 -0.2752
C 1.1429 3.9232 -0.8980 -0.0596
H 2.2618 0.5075 5.5732 0.1357
O 3.4418 1.2733 3.0029 0.0735
H 0.4795 4.7129 -0.5684 0.1130
N 2.0868 0.4141 1.4432 0.1196
C 1.4161 0.0386 3.6588 -0.1101
C 0.6503 -1.0679 -2.9359 -0.0380
N -1.2531 -1.4184 1.3974 0.1161
C 1.4401 0.0493 5.0423 0.0612
H 0.3560 -0.5466 6.7945 0.1268
C -2.4214 -1.7600 0.5815 -0.1985
H -1.1296 -4.6503 -3.7533 0.1103
C -0.6221 -1.0789 3.6264 -0.1073
H -1.5244 -1.5636 5.5129 0.1362
N 0.2663 -0.3033 -0.7263 0.0340
H 3.7222 0.3242 0.1432 0.1538
C 2.8023 1.8634 -1.7341 -0.0393
H -2.4227 -2.5561 -3.9930 0.1156
C 2.2667 2.7426 -2.6635 -0.0654
C -1.5234 1.9616 -3.0027 -0.6291
C -1.0051 -4.5067 -1.6172 -0.0676
H 5.0176 1.6045 1.6970 0.1384
C -1.0490 1.6118 -0.1886 -0.4454
C -2.1166 -2.8985 -3.0135 -0.0718
C 0.8158 -1.1706 -1.5531 -0.0924
H -0.2577 0.0507 -4.5111 0.1010
H 1.0098 4.4514 -2.9724 0.1154
C 3.9514 1.8034 1.7429 -0.0191
H -4.3654 -2.0712 1.6048 0.1405
H -1.0259 -4.1078 0.4862 0.1185
H -2.8506 -0.8114 0.2416 0.1579
C -0.6822 -1.1118 5.0095 0.0610
H -3.0136 -1.2381 -1.9916 0.1231
C -2.0736 2.8080 -2.0790 -0.1256
C 1.4395 3.7739 -2.2460 -0.0624
C 3.1270 1.0924 0.6440 -0.1911
C -0.1102 -0.0509 -3.4442 -0.0117
C -3.3427 -2.4355 1.6221 -0.0079
O -0.8090 1.4180 1.0376 -0.0856
H -2.6872 3.6364 -2.4082 0.1123
H 1.1075 -1.8037 -3.5819 0.1181
C 1.6904 3.0545 0.0291 -0.0390
C 2.5291 2.0237 -0.3828 -0.2002
C -1.8451 2.6470 -0.7121 -0.6080
C -1.3927 -4.0713 -2.8782 -0.0744
C -0.7173 0.8802 -2.5834 -0.1855
Cl -1.7893 2.2306 -4.6933 0.7046
C -0.5025 0.7169 -1.1907 -0.1238
```

Summary:
multiplicity	1
total charge	+1
orbital gap (spin up / spin down)	5.63 / 5.63	eV
HOMO level (spin up / spin down)	-9.49 / -9.49	eV
LUMO (spin up / spin down)	-3.86 / -3.86	eV



Copy entry 3 word for word.
C32H23Cl2N4NiO3 | ωB97M-V with the def2-TZVPD basis set

Structure (XYZ):
```
65
Properties=species:S:1:pos:R:3:lowdin_charge:R:1
H 2.4979 2.6223 -3.7141 0.1130
C -2.0735 -2.5935 -0.6256 -0.1991
C 0.3703 -0.5385 5.7139 0.0057
C -2.4576 -2.1623 -1.8875 -0.0342
H 3.7711 2.8766 1.7576 0.1341
H 1.4309 3.1659 1.0772 0.1270
H -3.3308 -3.5234 1.5430 0.1361
H 1.3723 -1.9859 -1.1119 0.1249
Cl -2.5232 3.7862 0.3917 0.7157
H -0.4395 -5.4232 -1.5120 0.1094
O -2.7556 -2.0710 2.9141 0.0757
Ni 0.3336 -0.3557 1.1336 0.5429
C 2.3596 0.5914 2.6845 -0.2761
H 3.4617 1.0669 -2.0582 0.1158
N 0.4075 -0.5180 2.9922 0.0976
C -1.3395 -3.7688 -0.4945 -0.0410
C -1.5736 -1.5601 2.6275 -0.2752
C 1.1429 3.9232 -0.8980 -0.0596
H 2.2618 0.5075 5.5732 0.1357
O 3.4418 1.2733 3.0029 0.0735
H 0.4795 4.7129 -0.5684 0.1130
N 2.0868 0.4141 1.4432 0.1196
C 1.4161 0.0386 3.6588 -0.1101
C 0.6503 -1.0679 -2.9359 -0.0380
N -1.2531 -1.4184 1.3974 0.1161
C 1.4401 0.0493 5.0423 0.0612
H 0.3560 -0.5466 6.7945 0.1268
C -2.4214 -1.7600 0.5815 -0.1985
H -1.1296 -4.6503 -3.7533 0.1103
C -0.6221 -1.0789 3.6264 -0.1073
H -1.5244 -1.5636 5.5129 0.1362
N 0.2663 -0.3033 -0.7263 0.0340
H 3.7222 0.3242 0.1432 0.1538
C 2.8023 1.8634 -1.7341 -0.0393
H -2.4227 -2.5561 -3.9930 0.1156
C 2.2667 2.7426 -2.6635 -0.0654
C -1.5234 1.9616 -3.0027 -0.6291
C -1.0051 -4.5067 -1.6172 -0.0676
H 5.0176 1.6045 1.6970 0.1384
C -1.0490 1.6118 -0.1886 -0.4454
C -2.1166 -2.8985 -3.0135 -0.0718
C 0.8158 -1.1706 -1.5531 -0.0924
H -0.2577 0.0507 -4.5111 0.1010
H 1.0098 4.4514 -2.9724 0.1154
C 3.9514 1.8034 1.7429 -0.0191
H -4.3654 -2.0712 1.6048 0.1405
H -1.0259 -4.1078 0.4862 0.1185
H -2.8506 -0.8114 0.2416 0.1579
C -0.6822 -1.1118 5.0095 0.0610
H -3.0136 -1.2381 -1.9916 0.1231
C -2.0736 2.8080 -2.0790 -0.1256
C 1.4395 3.7739 -2.2460 -0.0624
C 3.1270 1.0924 0.6440 -0.1911
C -0.1102 -0.0509 -3.4442 -0.0117
C -3.3427 -2.4355 1.6221 -0.0079
O -0.8090 1.4180 1.0376 -0.0856
H -2.6872 3.6364 -2.4082 0.1123
H 1.1075 -1.8037 -3.5819 0.1181
C 1.6904 3.0545 0.0291 -0.0390
C 2.5291 2.0237 -0.3828 -0.2002
C -1.8451 2.6470 -0.7121 -0.6080
C -1.3927 -4.0713 -2.8782 -0.0744
C -0.7173 0.8802 -2.5834 -0.1855
Cl -1.7893 2.2306 -4.6933 0.7046
C -0.5025 0.7169 -1.1907 -0.1238
```

Summary:
multiplicity	1
total charge	+1
orbital gap (spin up / spin down)	5.63 / 5.63	eV
HOMO level (spin up / spin down)	-9.49 / -9.49	eV
LUMO (spin up / spin down)	-3.86 / -3.86	eV



> multiplicity of number 1 (C36H59N5O12)?

1